1.
Formula: C3H10NO3
Source: OMol25
Level of theory: ωB97M-V/def2-TZVPD

```
17
Properties=species:S:1:pos:R:3:mulliken_charge:R:1
C -1.891 1.109 0.078 -1.56
C -0.951 0.172 0.858 -0.07
C -0.288 -0.889 0.013 0.49
N -0.415 -0.963 -1.256 -0.26
O 0.246 -1.968 0.555 -0.46
O 2.980 0.354 -0.527 -0.14
O 1.688 0.259 0.118 -0.58
H -2.666 0.622 -0.445 0.43
H -1.239 1.527 -0.641 0.46
H -2.208 1.929 0.776 0.34
H -1.731 -0.233 1.446 0.34
H -0.133 0.789 1.322 0.36
H -0.848 -0.146 -1.608 0.22
H 0.211 -1.643 -1.649 0.29
H 3.449 -0.370 -0.217 0.38
H 0.531 -1.721 1.420 0.38
H 3.265 1.173 -0.243 0.38
```

Calculated values
Total charge: +1
LUMO energy in Eh: -0.1271
HOMO energy in eV: -14.014
Kohn-Sham gap in eV: 10.56



2.
Formula: C3H10NO3
Source: OMol25
Level of theory: ωB97M-V/def2-TZVPD

```
17
Properties=species:S:1:pos:R:3:mulliken_charge:R:1
O -1.220 1.685 -1.440 -0.51
C -0.548 1.990 -0.493 0.53
O -0.667 3.077 0.235 -0.42
C 0.723 1.232 -0.129 0.16
C 0.581 0.185 0.944 -1.34
N 1.081 0.558 -1.441 -0.36
H -1.357 3.733 0.027 0.39
H 1.507 1.971 0.023 0.33
H 0.325 0.672 1.884 0.36
H -0.246 -0.480 0.663 0.40
H 1.454 -0.465 1.036 0.40
H 1.861 -0.100 -1.346 0.35
H 1.354 1.222 -2.172 0.36
H 0.301 -0.006 -1.785 0.36
H -1.513 -5.553 1.948 0.33
H -2.211 -4.590 0.957 0.32
O -1.424 -5.130 1.089 -0.65
```

Calculated values
Total charge: +1
LUMO energy in Eh: -0.1341
HOMO energy in eV: -13.732
Kohn-Sham gap in eV: 10.08



Calculated relative energies: 1 120.1; 2 0.0, given in kcal/mol



1.
Formula: C22H31N3O4S
Source: OMol25
Level of theory: ωB97M-V/def2-TZVPD

```
61
Properties=species:S:1:pos:R:3:mulliken_charge:R:1
C 5.478 2.913 0.665 -1.11
C 5.570 2.279 -0.717 -0.35
C 5.744 0.763 -0.633 -0.90
N 4.563 0.145 -0.075 0.27
C 4.599 -0.648 1.006 0.21
O 5.629 -0.971 1.568 -0.71
C 3.251 -1.170 1.530 0.72
C 3.196 -2.692 1.325 -1.27
C 3.018 -3.029 -0.154 -0.74
C 1.777 -2.329 -0.706 -0.75
N 1.911 -0.913 -0.481 0.31
S 1.253 0.174 -1.539 1.55
O 1.920 1.421 -1.278 -0.72
O 1.342 -0.398 -2.847 -0.79
C -0.460 0.313 -1.059 -0.02
C -1.360 -0.616 -1.541 -0.49
C -2.688 -0.587 -1.139 -1.16
C -3.079 0.386 -0.228 0.03
C -2.162 1.352 0.220 0.68
C -0.847 1.315 -0.180 -0.71
H -0.125 2.048 0.142 0.55
C -2.864 2.329 1.114 -0.87
H -2.624 3.361 0.863 0.43
H -2.587 2.160 2.157 0.30
C -4.346 2.012 0.860 -0.24
N -4.330 0.649 0.304 0.07
C -5.453 -0.130 0.413 0.33
O -6.505 0.362 0.770 -0.66
C -5.287 -1.584 0.136 -0.08
C -6.037 -2.178 -1.033 -0.66
C -6.486 -2.464 0.358 -0.70
H -7.381 -1.973 0.709 0.27
H -6.321 -3.448 0.769 0.24
H -5.552 -2.960 -1.599 0.30
H -6.633 -1.505 -1.631 0.23
H -4.309 -1.984 0.370 0.71
C -4.979 2.975 -0.140 -1.56
H -5.999 2.665 -0.349 0.41
H -4.998 3.980 0.272 0.42
H -4.411 2.980 -1.068 0.36
H -4.944 1.997 1.775 0.51
H -3.392 -1.285 -1.559 0.51
H -1.015 -1.343 -2.258 0.56
C 2.010 -0.532 0.906 -1.44
H 1.116 -0.865 1.460 0.50
H 2.055 0.557 0.950 0.49
H 0.872 -2.717 -0.211 0.32
H 1.687 -2.471 -1.783 0.46
H 3.892 -2.690 -0.711 0.34
H 2.919 -4.108 -0.286 0.41
H 2.360 -3.103 1.897 0.42
H 4.121 -3.131 1.702 0.46
H 3.254 -0.966 2.606 0.48
H 3.691 0.396 -0.515 -0.22
H 6.583 0.500 0.016 0.48
H 5.927 0.355 -1.634 0.31
H 4.660 2.495 -1.281 0.23
H 6.418 2.700 -1.261 0.36
H 6.378 2.705 1.241 0.34
H 5.359 3.991 0.584 0.37
H 4.626 2.513 1.208 0.21
```

Calculated values
LUMO energy in Eh: 0.0152
SMILES string: CCCNC(=O)[C@@H]1CCCN(S(=O)(=O)c2ccc3c(c2)C[C@@H](C)N3C(=O)C2CC2)C1
HOMO energy in eV: -8.760
Kohn-Sham gap in eV: 9.17



2.
Formula: C22H31N3O4S
Source: OMol25
Level of theory: ωB97M-V/def2-TZVPD

```
61
Properties=species:S:1:pos:R:3:mulliken_charge:R:1
C 4.366 4.193 -1.667 -0.68
H 5.432 4.429 -1.670 0.30
H 3.958 4.256 -2.672 0.22
H 3.856 4.892 -1.001 0.30
O 4.156 2.857 -1.238 -0.30
C 4.593 2.568 -0.001 0.54
O 5.124 3.381 0.721 -0.62
C 4.338 1.171 0.335 -0.26
C 3.750 0.186 -0.442 -0.34
C 3.729 -0.977 0.331 -0.08
C 4.301 -0.672 1.549 -0.43
N 4.668 0.620 1.548 0.14
C 5.310 1.303 2.637 -0.85
H 4.711 2.158 2.955 0.31
H 5.433 0.612 3.468 0.32
H 6.284 1.681 2.326 0.30
H 4.451 -1.318 2.390 0.48
S 3.099 -2.559 -0.139 1.39
O 2.850 -3.306 1.064 -0.70
O 3.922 -3.150 -1.150 -0.72
N 1.677 -2.102 -0.884 -0.24
H 1.422 -2.752 -1.611 0.33
C 0.603 -1.747 0.015 -1.28
H 0.070 -2.634 0.383 0.33
C -0.379 -0.769 -0.639 0.90
C -1.177 -1.434 -1.762 -0.56
C -2.195 -0.440 -2.340 -1.42
N -3.102 0.111 -1.356 0.22
C -2.365 0.730 -0.273 -1.17
C -1.349 -0.204 0.400 -0.75
H -1.873 -1.025 0.893 0.23
H -0.802 0.348 1.166 0.47
H -3.083 1.100 0.462 0.50
H -1.833 1.590 -0.693 0.45
C -4.142 -0.809 -0.916 -0.90
C -5.210 -0.081 -0.142 0.40
C -5.392 -0.355 1.206 -0.56
C -6.355 0.296 1.964 0.68
C -7.148 1.247 1.338 -0.76
C -6.975 1.530 -0.004 -0.81
C -6.013 0.879 -0.763 0.89
C -5.848 1.195 -2.217 -1.48
H -6.446 2.060 -2.493 0.39
H -4.802 1.389 -2.440 0.26
H -6.169 0.349 -2.825 0.29
H -7.601 2.276 -0.473 0.37
H -7.904 1.771 1.905 0.39
C -6.544 -0.039 3.413 -1.53
H -6.969 0.804 3.954 0.39
H -5.598 -0.314 3.874 0.36
H -7.226 -0.884 3.515 0.29
H -4.766 -1.099 1.682 0.34
H -3.752 -1.634 -0.300 0.40
H -4.585 -1.247 -1.816 0.60
H -2.783 -0.919 -3.127 0.45
H -1.653 0.401 -2.786 0.48
H -0.507 -1.764 -2.558 0.37
H -1.700 -2.310 -1.372 0.26
H 0.204 0.055 -1.065 0.04
H 1.081 -1.270 0.874 0.45
H 3.383 0.296 -1.441 0.57
```

Calculated values
LUMO energy in Eh: 0.0201
SMILES string: COC(=O)c1cc(S(=O)(=O)NCC2CCN(Cc3cc(C)ccc3C)CC2)cn1C
HOMO energy in eV: -8.418
Kohn-Sham gap in eV: 8.97



Calculated relative energies: 1 0.0; 2 15.5, given in kcal/mol



1.
Formula: C7H12CsO5
Source: OMol25
Level of theory: ωB97M-V/def2-TZVPD

```
25
Properties=species:S:1:pos:R:3:mulliken_charge:R:1
O 0.425 -2.293 -1.583 -0.74
C 0.560 -2.370 -0.288 0.01
C 0.823 -1.212 0.535 -0.85
O 0.680 0.005 -0.167 -0.01
C 1.841 0.564 -0.734 -0.49
C 1.836 2.069 -0.810 -0.49
O 1.112 2.785 0.158 -0.39
C -0.196 3.149 -0.207 -0.54
H 0.799 -3.324 0.231 0.26
H 1.733 -1.239 1.146 0.43
H 2.082 0.190 -1.743 0.27
H 2.727 0.207 -0.183 0.38
H 2.884 2.380 -0.698 0.26
H 1.482 2.323 -1.828 0.30
H -0.371 4.172 0.147 0.21
H -0.373 3.091 -1.295 0.26
H -0.923 2.497 0.300 0.21
O -2.663 -0.313 0.420 -0.94
C -2.229 -1.114 1.399 -0.06
C -2.315 -2.527 1.105 -0.20
O -1.668 -2.921 0.060 -0.63
Cs -2.178 -0.816 -1.849 0.92
H -2.860 -0.946 2.307 0.24
H -2.521 -3.254 1.909 0.34
H -0.688 -1.106 1.667 0.23
```

Calculated values
Total charge: -1
LUMO energy in Eh: 0.0772
HOMO energy in eV: -2.170
Kohn-Sham gap in eV: 4.27



2.
Formula: C7H12CsO5
Source: OMol25
Level of theory: ωB97M-V/def2-TZVPD

```
25
Properties=species:S:1:pos:R:3:mulliken_charge:R:1
O 1.210 2.689 1.008 -0.77
C 0.096 3.296 1.287 -0.23
C -1.146 2.826 1.000 -0.27
O -1.261 1.527 0.512 -0.36
C -2.039 1.390 -0.660 -0.49
C -3.439 0.930 -0.310 -0.53
O -3.491 -0.182 0.552 -0.37
C -3.250 -1.430 -0.055 -0.68
H 0.137 4.298 1.758 0.25
H -2.074 3.379 1.163 0.25
H -1.574 0.651 -1.337 0.29
H -2.087 2.353 -1.196 0.43
H -3.947 1.756 0.208 0.30
H -3.989 0.714 -1.243 0.40
H -4.005 -2.130 0.324 0.23
H -3.345 -1.361 -1.153 0.35
H -2.249 -1.816 0.187 0.23
O 3.589 -2.343 0.766 -0.78
C 4.505 -3.110 0.142 -0.35
C 5.266 -2.418 -0.950 0.08
O 5.130 -1.229 -1.190 -0.51
Cs 2.616 0.819 0.336 0.94
H 4.089 -4.019 -0.375 0.12
H 5.945 -3.044 -1.572 0.34
H 5.312 -3.548 0.797 0.13
```

Calculated values
Total charge: -1
LUMO energy in Eh: 0.0860
HOMO energy in eV: -3.652
Kohn-Sham gap in eV: 5.99



Calculated relative energies: 1 68.3; 2 0.0, given in kcal/mol



1.
Formula: C5H6S2
Source: OMol25
Level of theory: ωB97M-V/def2-TZVPD

```
13
Properties=species:S:1:pos:R:3:mulliken_charge:R:1
C -1.305 -0.205 0.283 0.10
C -0.432 -0.462 -0.776 -0.11
C -2.657 -0.300 0.176 -0.36
C 0.828 -0.197 -0.809 -0.19
C 2.159 0.086 -0.468 -0.59
S -3.498 0.288 1.457 -0.24
S 2.225 0.632 1.381 -0.23
H -0.794 0.000 1.300 0.30
H -0.666 -1.142 -1.751 0.19
H -3.043 -0.910 -0.612 0.33
H 2.938 -0.571 -0.502 0.38
H 2.370 0.967 -0.973 0.30
H 1.873 1.813 1.294 0.12
```

Calculated values
LUMO energy (alpha / beta) in Eh: -0.0195 / -0.0646
HOMO energy (alpha / beta) in eV: -8.136 / -7.818
Kohn-Sham gap (alpha / beta) in eV: 7.61 / 6.06



2.
Formula: C5H6S2
Source: OMol25
Level of theory: ωB97M-V/def2-TZVPD

```
13
Properties=species:S:1:pos:R:3:mulliken_charge:R:1
C -0.466 -0.732 0.003 -0.40
C 0.491 -0.087 1.049 -0.23
C 0.481 -0.110 -1.056 -0.30
C 1.783 -0.809 -0.662 -0.51
C 1.784 -0.793 0.676 -0.49
H -2.753 -1.384 0.006 0.13
H -0.470 -1.834 0.000 0.34
H 0.213 0.033 2.082 0.51
H 0.189 -0.051 -2.057 0.56
H 2.517 -1.205 -1.345 0.42
H 2.536 -1.180 1.368 0.39
S -2.182 -0.146 0.006 -0.20
S 0.515 1.447 -0.013 -0.21
```

Calculated values
LUMO energy in Eh: 0.0224
HOMO energy in eV: -8.594
Kohn-Sham gap in eV: 9.20



Calculated relative energies: 1 80.1; 2 0.0, given in kcal/mol



1.
Formula: C5H16NO
Source: OMol25
Level of theory: ωB97M-V/def2-TZVPD

```
23
Properties=species:S:1:pos:R:3:mulliken_spin:R:1
C -2.524 -0.948 0.546 0.00
C -1.585 -0.546 -0.625 0.06
C -1.321 0.956 -0.673 0.00
C 0.042 1.436 -0.230 -0.01
C 0.307 1.309 1.273 0.00
N 3.779 -0.379 -0.602 0.02
H -3.453 -0.398 0.447 0.00
H -2.751 -2.016 0.518 0.00
H -2.080 -0.781 1.526 0.00
H -0.687 -1.163 -0.510 0.02
H -2.172 1.442 -0.202 0.00
H -1.464 1.270 -1.694 0.00
H 0.246 2.434 -0.613 0.00
H 0.779 0.797 -0.716 0.00
H -0.321 1.945 1.890 0.00
H 1.354 1.568 1.445 0.00
H 0.205 0.264 1.551 0.00
H 2.960 -0.975 -0.561 -0.01
H -2.154 -0.950 -1.466 0.00
H 4.268 -0.516 -1.478 0.00
H 4.418 -0.687 0.122 0.00
H 1.084 -2.499 0.165 -0.03
O 1.069 -1.565 -0.113 0.94
```

Calculated values
LUMO energy (alpha / beta) in Eh: 0.0244 / -0.0895
HOMO energy (alpha / beta) in eV: -9.968 / -9.942
Kohn-Sham gap (alpha / beta) in eV: 10.63 / 7.51
Spin multiplicity: 2



2.
Formula: C5H16NO
Source: OMol25
Level of theory: ωB97M-V/def2-TZVPD

```
23
Properties=species:S:1:pos:R:3:mulliken_spin:R:1
C 1.506 0.655 -0.758 0.46
C 0.039 0.901 -0.486 1.52
C -0.948 -0.257 -0.706 0.02
C -0.651 -0.849 -2.088 -0.03
C -0.823 -1.362 0.364 0.36
N -0.161 1.607 0.791 0.26
H 1.867 0.550 -1.782 -0.10
H 1.819 -0.269 -0.286 0.05
H 2.124 1.455 -0.347 -0.36
H -0.268 1.571 -1.298 0.44
H -1.954 0.163 -0.690 -0.17
H -0.264 -0.073 -2.752 -0.04
H -1.496 -1.343 -2.563 -0.01
H 0.155 -1.582 -2.007 -0.01
H -0.963 -2.291 -0.179 0.03
H -1.424 -1.248 1.247 -0.14
H 0.180 -1.482 0.779 -0.03
H 0.501 1.325 1.528 -0.07
H -1.084 1.494 1.248 -0.30
H 0.088 2.664 0.741 -0.76
H 0.452 -1.149 2.554 0.00
H 0.844 -0.224 3.785 0.01
O 0.459 -0.256 2.906 -0.11
```

Calculated values
LUMO energy (alpha / beta) in Eh: 0.0229 / 0.0164
HOMO energy (alpha / beta) in eV: -3.127 / -11.519
Kohn-Sham gap (alpha / beta) in eV: 3.75 / 11.97
Spin multiplicity: 2



Calculated relative energies: 1 0.0; 2 12.9, given in kcal/mol